ORCA calculation (ωB97M-V/def2-TZVPD) on a molecular structure, C32H33F4N6O3PRuS.

Structure (XYZ):
```
81
Properties=species:S:1:pos:R:3:lowdin_spin:R:1
Ru 1.07 -1.42 -1.35 1.319
C 0.11 1.82 -4.74 0.003
C -1.14 1.34 -3.99 0.018
C -2.31 2.27 -4.36 0.003
C -1.45 -0.09 -4.49 0.006
P -0.74 1.30 -2.17 0.117
N 0.27 0.08 -1.96 0.502
C 0.16 2.84 -1.62 0.023
C 1.59 2.84 -2.20 0.005
C 0.30 2.79 -0.09 0.004
C -0.54 4.15 -2.01 0.004
C -2.28 0.99 -1.14 0.019
C -3.07 -0.17 -1.75 0.002
C -1.88 0.54 0.27 0.001
C -3.19 2.22 -1.03 0.003
H -0.06 1.68 -5.81 0.000
H 1.00 1.23 -4.47 0.002
H 0.33 2.87 -4.57 0.000
H -2.41 2.26 -5.45 0.001
H -2.14 3.30 -4.06 0.000
H -3.26 1.94 -3.95 0.000
H -1.27 -0.11 -5.56 0.000
H -2.48 -0.37 -4.32 0.000
H -0.80 -0.83 -4.03 0.005
H 2.04 1.85 -2.18 0.002
H 2.20 3.50 -1.59 0.000
H 1.62 3.21 -3.22 0.000
H 0.74 1.85 0.25 0.002
H -0.64 2.95 0.43 0.000
H 0.98 3.60 0.21 0.000
H -0.55 4.31 -3.08 0.000
H 0.01 4.97 -1.56 0.001
H -1.57 4.21 -1.64 0.000
H -2.45 -1.06 -1.89 0.001
H -3.54 0.08 -2.70 0.000
H -3.87 -0.43 -1.06 0.000
H -1.21 -0.32 0.24 0.001
H -2.79 0.22 0.78 0.000
H -1.42 1.32 0.87 0.000
H -3.50 2.61 -2.01 0.000
H -2.74 3.03 -0.46 0.000
H -4.10 1.92 -0.51 0.001
O -0.55 -2.80 -1.39 0.025
C 0.04 -3.47 -0.49 0.019
N 1.34 -3.24 -0.34 0.032
S 2.00 -3.86 1.11 0.004
O 2.95 -4.94 0.81 0.002
O 2.26 -1.57 3.63 0.006
C 0.41 -4.63 1.49 0.003
C 0.12 -5.40 2.60 0.000
C -1.19 -5.86 2.73 0.003
C -2.16 -5.54 1.79 0.000
C -1.86 -4.77 0.68 0.003
C -0.56 -4.32 0.55 0.000
H 0.87 -5.63 3.34 0.000
H -1.45 -6.46 3.59 0.000
H -3.17 -5.91 1.93 0.000
H -2.61 -4.51 -0.05 0.000
C 1.89 -1.95 -3.03 0.731
H 2.27 -2.96 -3.07 0.062
H 1.66 -1.40 -3.94 0.056
F 0.95 -0.70 1.94 0.001
C 1.80 -0.43 2.97 0.016
C 1.31 -0.78 4.30 0.002
F 0.09 -1.33 4.37 0.000
C 1.73 -0.02 5.50 0.013
C 2.63 1.01 5.20 0.126
C 3.08 1.35 3.91 -0.012
F 3.95 2.36 3.86 -0.015
C 2.72 0.72 2.74 0.136
C 3.14 1.10 1.45 0.095
C 2.91 0.26 0.36 0.044
N 2.66 -0.44 -0.52 0.074
C 3.70 2.37 1.13 0.013
N 4.14 3.38 0.80 0.039
F 3.13 1.74 6.19 0.036
C 1.26 -0.33 6.77 0.197
C 0.47 -1.49 7.01 0.024
N -0.14 -2.44 7.25 0.098
C 1.52 0.46 7.92 0.022
N 1.69 1.09 8.87 0.097
```

Output
- Charge: 0
- Molecular weight: 789.8 g/mol
- Multiplicity: 5
- Relative energy (zero: lowest compared OMol25 entry of this formula, charge and spin): 43.38 kcal per mole
- LUMO level (alpha / beta): -0.5 / -2.3 eV
- Gap between HOMO and LUMO (alpha / beta): 7.0 / 6.3 eV

ORCA calculation (ωB97M-V/def2-TZVPD) on a molecular structure, C32H33N11OsP.

Structure (XYZ):
```
78
Properties=species:S:1:pos:R:3:lowdin_spin:R:1
Os 1.12 0.17 0.57 2.404
C -5.57 1.55 -0.57 0.029
C -4.13 1.68 -0.21 0.150
C -3.77 2.15 1.08 0.042
C -2.47 2.28 1.46 0.058
C -1.42 1.90 0.56 0.134
N -0.14 1.79 0.96 0.317
C 0.25 2.45 2.17 0.044
C 0.46 3.83 2.16 0.021
C 0.86 4.49 3.30 -0.002
C 1.08 3.80 4.50 0.016
C 1.55 4.52 5.73 0.003
C 0.88 2.42 4.50 0.000
C 0.45 1.76 3.36 0.028
N 0.18 0.36 3.43 0.003
C -0.34 -0.32 4.46 0.039
C -0.34 -1.67 4.13 0.010
C 0.20 -1.72 2.86 0.024
N 0.51 -0.48 2.43 0.026
C -1.79 1.57 -0.79 0.128
C -3.12 1.40 -1.13 -0.014
N -0.76 1.49 -1.71 0.080
C 0.17 2.61 -1.90 0.011
C 0.45 2.59 -3.43 0.007
C -0.42 1.45 -3.87 0.030
N -1.07 0.89 -2.93 -0.007
H -6.12 2.46 -0.32 0.007
H -6.02 0.74 0.01 0.012
H -5.71 1.33 -1.63 0.000
H -4.56 2.40 1.78 0.000
H -2.22 2.60 2.46 0.001
H 0.29 4.38 1.24 0.000
H 1.01 5.56 3.27 0.000
H 0.95 5.42 5.90 0.001
H 2.58 4.84 5.61 0.001
H 1.48 3.89 6.61 0.000
H 1.05 1.86 5.41 0.000
H -0.67 0.18 5.35 0.002
H -0.69 -2.48 4.73 0.000
H 0.37 -2.57 2.21 0.001
H -3.38 1.13 -2.14 -0.003
H -0.21 3.53 -1.46 0.002
H 0.31 3.50 -4.00 0.002
H -0.55 1.11 -4.89 0.001
C 4.84 -3.50 -1.22 0.002
N 4.12 -2.63 -0.28 0.019
C 4.41 -2.51 1.05 0.000
C 3.51 -1.62 1.57 0.016
N 2.69 -1.20 0.55 0.030
C 3.08 -1.82 -0.56 0.021
P 2.29 -1.69 -2.20 0.004
C 0.56 -1.95 -1.69 0.013
N -0.04 -1.40 -0.63 0.119
C -1.32 -1.88 -0.61 0.014
C -1.49 -2.72 -1.67 0.004
N -0.31 -2.76 -2.34 0.007
C -0.07 -3.51 -3.58 0.002
C 2.18 0.16 -2.24 0.024
N 1.84 0.89 -1.18 0.029
C 1.65 2.27 -1.62 0.008
C 1.95 2.24 -3.13 0.005
N 2.33 0.85 -3.36 0.056
C 2.75 0.38 -4.67 0.006
H 5.64 -3.99 -0.67 0.000
H 5.27 -2.91 -2.03 0.001
H 4.17 -4.26 -1.62 0.001
H 5.21 -3.05 1.51 0.000
H 3.42 -1.26 2.58 0.001
H -2.02 -1.59 0.16 0.001
H -2.35 -3.28 -1.99 0.001
H -0.80 -4.32 -3.63 0.000
H 0.93 -3.94 -3.57 0.000
H -0.20 -2.86 -4.44 0.000
H 2.20 2.97 -0.99 0.002
H 2.69 2.92 -3.55 0.001
H 3.60 0.97 -5.00 0.002
H 1.94 0.50 -5.39 0.002
H 3.04 -0.67 -4.63 0.000
```

Output
- Charge: +3
- Molecular weight: 792.9 g/mol
- Multiplicity: 5
- LUMO level (alpha / beta): -7.8 / -10.1 eV
- Gap between HOMO and LUMO (alpha / beta): 7.8 / 6.1 eV

ORCA calculation (ωB97M-V/def2-TZVPD) on a molecular structure, C32H33N5O2P3PdS5Se2.

Structure (XYZ):
```
83
Properties=species:S:1:pos:R:3:mulliken_charge:R:1
Pd -0.76 -0.21 -2.58 0.089
Se 0.25 2.21 3.31 -0.274
P 0.27 0.12 3.12 1.240
C -1.25 -0.63 3.77 0.629
C -1.37 -1.48 4.88 -0.484
C -2.62 -1.89 5.31 -0.855
C -3.77 -1.48 4.64 -0.561
C -3.66 -0.65 3.53 -0.870
C -2.41 -0.23 3.11 0.109
C 1.81 -0.58 3.75 0.585
C 2.91 -0.44 2.91 -0.160
C 4.17 -0.84 3.33 -0.683
C 4.34 -1.39 4.59 -0.540
C 3.26 -1.52 5.44 -0.821
C 1.99 -1.11 5.03 -0.534
C 0.21 -0.47 1.40 0.152
C 0.13 0.07 0.13 -0.351
N -0.03 -0.97 -0.73 1.401
N -0.06 -2.10 -0.02 -0.952
N 0.09 -1.81 1.25 -0.615
P 0.14 1.76 -0.50 0.505
Se 0.19 2.06 -2.68 -0.748
C -1.44 2.43 0.05 1.719
C -2.54 1.58 -0.02 -0.880
C -3.79 2.01 0.40 -0.542
C -3.95 3.30 0.89 -0.857
C -2.86 4.16 0.94 -0.835
C -1.61 3.73 0.52 -0.444
C 1.69 2.49 0.10 1.251
C 1.89 3.78 0.57 -0.256
C 3.17 4.21 0.86 -0.838
C 4.26 3.38 0.67 -0.643
C 4.07 2.10 0.17 -0.454
C 2.79 1.65 -0.13 -1.057
H -0.50 -1.84 5.40 0.143
H -2.70 -2.54 6.17 0.408
H -4.74 -1.81 4.99 0.404
H -4.54 -0.32 3.01 0.471
H -2.33 0.45 2.26 0.147
H 2.79 0.00 1.93 0.210
H 5.02 -0.72 2.66 0.452
H 5.33 -1.71 4.92 0.391
H 3.39 -1.94 6.43 0.407
H 1.18 -1.18 5.73 0.356
H -2.43 0.56 -0.36 0.547
H -4.64 1.34 0.36 0.515
H -4.92 3.64 1.23 0.425
H -2.98 5.17 1.31 0.464
H -0.78 4.42 0.56 0.318
H 1.07 4.45 0.74 0.236
H 3.32 5.21 1.25 0.461
H 5.26 3.72 0.91 0.418
H 4.92 1.45 -0.01 0.494
H 2.65 0.67 -0.55 0.411
N 2.44 0.41 -5.45 -0.255
C 1.69 -0.89 -5.22 -0.328
P 2.63 -1.54 -3.78 0.911
O 4.03 -1.38 -4.29 -0.899
O 2.08 -0.82 -2.60 -0.241
C 2.18 -3.30 -3.47 -0.725
N 1.54 -3.36 -2.11 0.104
H 2.20 1.07 -4.70 0.105
H 2.27 0.84 -6.35 0.374
H 3.45 0.17 -5.32 0.405
H 1.78 -1.51 -6.11 0.489
H 0.65 -0.66 -4.99 -0.079
H 3.07 -3.92 -3.48 0.443
H 1.48 -3.66 -4.23 0.341
H 2.15 -3.75 -1.40 0.421
H 0.65 -3.85 -2.08 0.414
H 1.34 -2.39 -1.81 -0.274
C -3.16 -0.15 -5.32 -0.958
S -2.84 0.47 -3.65 0.133
C -3.70 -0.79 -2.73 -0.432
C -3.11 -1.95 -2.47 0.620
S -1.54 -2.35 -3.18 -0.609
S -4.01 -3.05 -1.49 -0.028
C -5.44 -2.07 -1.29 0.097
S -6.72 -2.50 -0.40 -0.153
S -5.32 -0.54 -2.14 -0.045
H -2.61 0.47 -6.02 0.402
H -4.23 -0.06 -5.50 0.389
H -2.83 -1.19 -5.39 0.277
```

Output
- Charge: +1
- Molecular weight: 1037.2 g/mol
- Relative energy (zero: lowest compared OMol25 entry of this formula, charge and spin): 38.59 kcal per mole
- LUMO level: -4.2 eV
- Gap between HOMO and LUMO: 5.5 eV

ORCA calculation (ωB97M-V/def2-TZVPD) on a molecular structure, C32H33N7O5Ti.

Structure (XYZ):
```
78
Properties=species:S:1:pos:R:3:mulliken_charge:R:1
Ti 0.42 -0.24 0.31 -1.061
C 3.14 -2.80 1.75 -1.489
C 2.50 -1.45 1.79 1.638
O 1.22 -1.45 1.66 -0.616
C 3.24 -0.31 1.97 -1.663
C 2.61 0.98 2.06 1.510
C 3.33 2.17 2.60 -1.614
N 1.37 1.06 1.71 0.823
N 0.65 2.21 1.98 -0.987
C -0.57 2.01 1.59 0.426
O -0.96 0.89 1.07 1.038
C -1.57 3.09 1.77 0.801
C -2.85 2.90 1.29 -0.064
C -3.82 3.89 1.45 -1.013
C -3.50 5.08 2.08 -0.399
C -2.20 5.28 2.54 -0.647
C -1.24 4.29 2.38 -0.526
H 2.61 -3.48 2.42 0.278
H 4.20 -2.76 2.02 0.381
H 3.03 -3.19 0.73 0.211
H 4.31 -0.38 2.13 0.251
H 4.32 1.90 2.96 0.434
H 2.75 2.62 3.40 0.306
H 3.42 2.92 1.81 0.279
H -3.07 1.99 0.75 0.133
H -4.81 3.74 1.05 0.368
H -4.25 5.86 2.19 0.362
H -1.94 6.22 3.01 0.369
H -0.23 4.44 2.71 0.444
C 2.30 1.58 -2.84 -1.905
C 1.04 1.13 -2.16 0.911
O 1.13 1.10 -0.81 -0.295
C -0.07 0.82 -2.84 -1.463
C -1.32 0.30 -2.12 1.798
C -2.31 -0.29 -3.12 -2.051
N -0.88 -0.70 -1.11 0.405
N -0.47 -1.85 -1.82 -1.109
C 0.77 -2.14 -1.64 0.798
O 1.55 -1.48 -0.83 -0.533
C 1.38 -3.15 -2.55 0.582
C 0.60 -3.96 -3.39 -0.263
C 1.21 -4.79 -4.31 -0.640
C 2.59 -4.85 -4.42 -0.370
C 3.37 -4.06 -3.58 -0.764
C 2.76 -3.22 -2.65 -0.337
H 3.16 1.17 -2.30 0.357
H 2.38 2.67 -2.83 0.328
H 2.33 1.23 -3.88 0.420
H -0.09 0.91 -3.92 0.163
H -2.58 0.47 -3.85 0.395
H -3.21 -0.59 -2.57 0.373
H -1.88 -1.16 -3.61 0.437
H -0.47 -3.89 -3.30 0.441
H 0.59 -5.41 -4.96 0.366
H 3.06 -5.50 -5.15 0.360
H 4.45 -4.09 -3.66 0.360
H 3.35 -2.58 -2.00 0.385
N -1.97 1.46 -1.43 -0.183
C -2.75 2.21 -2.06 0.597
C -3.49 3.01 -2.83 0.254
C -2.89 4.18 -3.51 -0.875
C -3.65 5.02 -4.29 -0.224
C -5.05 4.83 -4.48 -0.663
C -5.65 3.73 -3.82 -0.197
C -4.94 2.86 -3.03 -0.974
H -1.82 4.35 -3.40 0.343
H -3.16 5.85 -4.78 0.294
H -5.63 5.51 -5.10 0.321
H -6.72 3.58 -3.94 0.291
H -5.45 2.03 -2.54 0.311
N -2.89 -2.95 2.90 -0.592
C -2.34 -1.98 2.05 0.365
N -2.98 -0.76 2.06 -0.309
O -1.37 -2.22 1.37 -0.469
H -3.88 -2.86 3.08 0.195
H -2.60 -3.87 2.64 0.288
H -3.49 -0.51 2.89 0.250
H -2.45 -0.04 1.62 -0.149
```

Output
- Charge: -2
- Molecular weight: 643.5 g/mol
- Relative energy (zero: lowest compared OMol25 entry of this formula, charge and spin): 0.00 kcal per mole
- LUMO level: 4.4 eV
- Gap between HOMO and LUMO: 3.3 eV

- Which of these has the highest molecular weight?
  C32H33N5O2P3PdS5Se2

Copy entry 1 word for word.
ORCA calculation (ωB97M-V/def2-TZVPD) on a molecular structure, C32H33F4N6O3PRuS.

Structure (XYZ):
```
81
Properties=species:S:1:pos:R:3:lowdin_spin:R:1
Ru 1.07 -1.42 -1.35 1.319
C 0.11 1.82 -4.74 0.003
C -1.14 1.34 -3.99 0.018
C -2.31 2.27 -4.36 0.003
C -1.45 -0.09 -4.49 0.006
P -0.74 1.30 -2.17 0.117
N 0.27 0.08 -1.96 0.502
C 0.16 2.84 -1.62 0.023
C 1.59 2.84 -2.20 0.005
C 0.30 2.79 -0.09 0.004
C -0.54 4.15 -2.01 0.004
C -2.28 0.99 -1.14 0.019
C -3.07 -0.17 -1.75 0.002
C -1.88 0.54 0.27 0.001
C -3.19 2.22 -1.03 0.003
H -0.06 1.68 -5.81 0.000
H 1.00 1.23 -4.47 0.002
H 0.33 2.87 -4.57 0.000
H -2.41 2.26 -5.45 0.001
H -2.14 3.30 -4.06 0.000
H -3.26 1.94 -3.95 0.000
H -1.27 -0.11 -5.56 0.000
H -2.48 -0.37 -4.32 0.000
H -0.80 -0.83 -4.03 0.005
H 2.04 1.85 -2.18 0.002
H 2.20 3.50 -1.59 0.000
H 1.62 3.21 -3.22 0.000
H 0.74 1.85 0.25 0.002
H -0.64 2.95 0.43 0.000
H 0.98 3.60 0.21 0.000
H -0.55 4.31 -3.08 0.000
H 0.01 4.97 -1.56 0.001
H -1.57 4.21 -1.64 0.000
H -2.45 -1.06 -1.89 0.001
H -3.54 0.08 -2.70 0.000
H -3.87 -0.43 -1.06 0.000
H -1.21 -0.32 0.24 0.001
H -2.79 0.22 0.78 0.000
H -1.42 1.32 0.87 0.000
H -3.50 2.61 -2.01 0.000
H -2.74 3.03 -0.46 0.000
H -4.10 1.92 -0.51 0.001
O -0.55 -2.80 -1.39 0.025
C 0.04 -3.47 -0.49 0.019
N 1.34 -3.24 -0.34 0.032
S 2.00 -3.86 1.11 0.004
O 2.95 -4.94 0.81 0.002
O 2.26 -1.57 3.63 0.006
C 0.41 -4.63 1.49 0.003
C 0.12 -5.40 2.60 0.000
C -1.19 -5.86 2.73 0.003
C -2.16 -5.54 1.79 0.000
C -1.86 -4.77 0.68 0.003
C -0.56 -4.32 0.55 0.000
H 0.87 -5.63 3.34 0.000
H -1.45 -6.46 3.59 0.000
H -3.17 -5.91 1.93 0.000
H -2.61 -4.51 -0.05 0.000
C 1.89 -1.95 -3.03 0.731
H 2.27 -2.96 -3.07 0.062
H 1.66 -1.40 -3.94 0.056
F 0.95 -0.70 1.94 0.001
C 1.80 -0.43 2.97 0.016
C 1.31 -0.78 4.30 0.002
F 0.09 -1.33 4.37 0.000
C 1.73 -0.02 5.50 0.013
C 2.63 1.01 5.20 0.126
C 3.08 1.35 3.91 -0.012
F 3.95 2.36 3.86 -0.015
C 2.72 0.72 2.74 0.136
C 3.14 1.10 1.45 0.095
C 2.91 0.26 0.36 0.044
N 2.66 -0.44 -0.52 0.074
C 3.70 2.37 1.13 0.013
N 4.14 3.38 0.80 0.039
F 3.13 1.74 6.19 0.036
C 1.26 -0.33 6.77 0.197
C 0.47 -1.49 7.01 0.024
N -0.14 -2.44 7.25 0.098
C 1.52 0.46 7.92 0.022
N 1.69 1.09 8.87 0.097
```

Output
- Charge: 0
- Molecular weight: 789.8 g/mol
- Multiplicity: 5
- Relative energy (zero: lowest compared OMol25 entry of this formula, charge and spin): 43.38 kcal per mole
- LUMO level (alpha / beta): -0.5 / -2.3 eV
- Gap between HOMO and LUMO (alpha / beta): 7.0 / 6.3 eV